# 1
DFT (wB97M-V/def2-TZVPD) results for C14H13BClF2IN2O3Pt as an isolated structure in a non-equilibrium geometry.

Calculated values
Calculated total energy, Ha: -1977.7671
Energy relative to the best compared isomer or geometry (same formula, charge and spin), kcal per mole: 77.3
HOMO-LUMO gap (alpha / beta), eV: 5.1 / 5.1
HOMO (alpha / beta), eV: -14.63 / -14.63
Net charge: +2

Last column: Löwdin charge in e.
CARTESIAN COORDINATES (ANGSTROEM)
Pt1 -0.50 -0.43 -1.20  1.0125
Cl1 -1.50 6.35 1.34  0.9437
C1 -0.83 4.96 0.63  -0.4810
C2 0.51 4.98 0.22  -0.1111
C3 1.09 3.92 -0.39  -0.4902
I1 3.05 3.96 -1.14  1.1981
C4 0.38 2.63 -0.62  -0.4648
O1 0.52 2.23 -1.93  0.1232
C5 -1.05 2.63 -0.13  -0.0754
N1 -1.73 1.50 -0.26  0.0960
C6 -2.99 1.40 0.10  -0.0203
C7 -3.67 2.50 0.64  0.0288
C8 -2.99 3.68 0.82  0.0438
C9 -1.63 3.78 0.45  -0.1304
H1 1.09 5.88 0.39  0.1216
H2 -3.48 0.45 -0.05  0.1398
H3 -4.71 2.40 0.90  0.1352
H4 -3.49 4.54 1.24  0.1162
F1 0.44 0.93 -3.76  0.2455
B1 0.20 1.03 -2.48  -0.6216
F2 1.02 1.62 0.17  0.0236
O2 0.09 -1.21 0.78  -0.0815
C10 1.33 -1.10 0.65  -0.6683
O3 1.87 -0.79 -0.42  -0.0314
C11 2.27 -1.32 1.85  -0.1497
N2 3.58 -0.75 1.43  0.0903
C12 4.59 -1.85 1.38  -0.0929
C13 3.74 -3.09 1.17  -0.1325
C14 2.53 -2.82 2.05  -0.0954
H5 1.85 -0.84 2.73  0.1699
H6 3.90 0.04 2.01  0.1911
H7 3.39 -0.42 0.46  0.1568
H8 5.12 -1.89 2.33  0.1421
H9 5.29 -1.67 0.57  0.1404
H10 4.26 -4.00 1.46  0.1329
H11 3.45 -3.19 0.12  0.1267
H12 2.76 -3.01 3.10  0.1319
H13 1.66 -3.42 1.79  0.1366

# 2
DFT (wB97M-V/def2-TZVPD) results for an isolated molecule of C9H3Cl3N2O in a non-equilibrium geometry.

Calculated values
Calculated total energy, Ha: -1910.0992
SMILES string: O=C(Cl)c1ccc2nc(Cl)c(Cl)nc2c1
Energy relative to the best compared isomer or geometry (same formula, charge and spin), kcal per mole: 0.0
HOMO-LUMO gap, eV: 8.1
HOMO, eV: -9.69
Net charge: 0

Last column: Löwdin charge in e.
CARTESIAN COORDINATES (ANGSTROEM)
O1 2.74 -1.25 2.93  0.0145
C1 1.53 -1.00 2.82  -0.7311
Cl1 0.54 -0.95 4.28  0.6967
C2 0.95 -0.70 1.51  -0.2028
C3 1.68 -1.11 0.37  0.0211
C4 1.20 -0.76 -0.92  0.0161
C5 0.06 -0.01 -1.11  -0.2547
N1 -0.30 0.31 -2.35  0.1216
C6 -1.42 1.00 -2.48  -0.6983
Cl2 -1.88 1.32 -4.13  0.6801
C7 -2.19 1.43 -1.36  -0.6397
Cl3 -3.65 2.39 -1.57  0.6589
N2 -1.84 1.08 -0.06  0.1402
C8 -0.68 0.41 0.02  -0.2346
C9 -0.24 0.03 1.30  0.0509
H1 2.66 -1.57 0.46  0.1244
H2 1.71 -1.03 -1.83  0.1158
H3 -0.87 0.41 2.12  0.1209

# 3
DFT (wB97M-V/def2-TZVPD) results for an isolated molecule of C21H25ClN2O4S.

Calculated values
Calculated total energy, Ha: -2084.0941
SMILES string: Cc1ccc(N(CC(=O)NC[C@@H]2CCCO2)S(=O)(=O)c2ccc(Cl)cc2)cc1C
Energy relative to the best compared isomer or geometry (same formula, charge and spin), kcal per mole: 1.9
HOMO-LUMO gap, eV: 9.2
HOMO, eV: -8.95
Net charge: 0

Last column: Löwdin charge in e.
CARTESIAN COORDINATES (ANGSTROEM)
C1 -0.65 -0.11 5.85  -0.0431
C2 -0.48 -0.51 4.41  -0.2321
C3 -0.82 -1.79 4.00  -0.0244
C4 -0.69 -2.18 2.67  -0.0107
C5 -0.20 -1.28 1.74  -0.2869
N1 -0.10 -1.57 0.36  -0.1770
C6 0.34 -2.91 -0.01  -0.0990
C7 0.99 -2.91 -1.40  -0.5029
O1 0.99 -3.89 -2.11  0.0732
N2 1.64 -1.76 -1.69  0.0744
C8 2.07 -1.45 -3.03  -0.1107
C9 1.13 -0.42 -3.67  -0.3021
C10 1.47 -0.17 -5.15  -0.1201
C11 1.42 1.36 -5.27  -0.1501
C12 1.86 1.77 -3.86  -0.1985
O2 1.25 0.83 -3.00  -0.1389
S1 -1.56 -1.21 -0.44  0.7169
O3 -1.32 -1.37 -1.84  -0.2531
O4 -2.64 -1.94 0.15  -0.2598
C13 -1.75 0.53 -0.05  -0.2749
C14 -2.58 0.89 0.99  -0.0481
C15 -2.68 2.22 1.36  -0.0850
C16 -1.93 3.16 0.68  -0.6664
Cl1 -2.02 4.82 1.15  0.6924
C17 -1.10 2.80 -0.38  -0.0804
C18 -1.01 1.47 -0.74  -0.0389
C19 0.16 0.00 2.16  0.0132
C20 0.01 0.40 3.47  -0.2223
C21 0.38 1.79 3.88  -0.0369
H1 -1.33 0.73 5.93  0.0838
H2 0.30 0.18 6.28  0.0848
H3 -1.05 -0.94 6.43  0.0767
H4 -1.20 -2.50 4.72  0.1122
H5 -0.99 -3.17 2.37  0.1181
H6 -0.49 -3.63 -0.03  0.1323
H7 1.08 -3.25 0.72  0.1484
H8 1.44 -0.97 -1.09  0.1252
H9 3.09 -1.06 -3.00  0.1325
H10 2.05 -2.38 -3.60  0.1312
H11 0.10 -0.77 -3.53  0.1336
H12 0.76 -0.66 -5.82  0.1179
H13 2.47 -0.54 -5.37  0.1153
H14 2.08 1.75 -6.04  0.1113
H15 0.41 1.69 -5.46  0.1153
H16 1.52 2.76 -3.57  0.1204
H17 2.95 1.72 -3.77  0.1235
H18 -3.15 0.12 1.50  0.1235
H19 -3.32 2.52 2.17  0.1105
H20 -0.53 3.55 -0.90  0.1090
H21 -0.36 1.16 -1.55  0.0981
H22 0.56 0.69 1.43  0.1224
H23 1.15 1.78 4.65  0.0842
H24 -0.48 2.31 4.29  0.0839
H25 0.75 2.35 3.02  0.0779

# 4
DFT (wB97M-V/def2-TZVPD) results for an isolated molecule of C5H9N3 in a non-equilibrium geometry.

Calculated values
Calculated total energy, Ha: -360.0373
Energy relative to the best compared isomer or geometry (same formula, charge and spin), kcal per mole: 100.4
HOMO-LUMO gap (alpha / beta), eV: 7.4 / 6.9
HOMO (alpha / beta), eV: -7.58 / -7.19
Net charge: 0

Last column: Löwdin charge in e.
CARTESIAN COORDINATES (ANGSTROEM)
C1 2.03 0.78 -0.38  -0.0657
C2 -0.23 -1.09 -0.36  -0.2249
C3 0.87 0.24 0.43  -0.4994
C4 -1.26 -0.15 -0.25  -0.3246
N1 -2.59 -0.38 -0.19  0.1466
C5 -0.54 1.06 0.19  -0.0611
N2 -0.11 -2.30 -0.70  0.1326
N3 1.17 -0.12 1.66  0.1239
H1 -2.89 -1.32 -0.41  0.1065
H2 -3.22 0.38 -0.41  0.1047
H3 0.75 -2.74 -0.41  0.0610
H4 0.34 -0.41 2.17  0.0529
H5 1.78 0.81 -1.45  0.0762
H6 2.90 0.14 -0.24  0.0739
H7 2.28 1.79 -0.05  0.0795
H8 -0.99 1.58 1.04  0.1131
H9 -0.29 1.74 -0.63  0.1048

# 5
DFT (wB97M-V/def2-TZVPD) results for C38H44CuN6OP2S2 as an isolated structure in a non-equilibrium geometry.

Calculated values
Calculated total energy, Ha: -4997.7548
Energy relative to the best compared isomer or geometry (same formula, charge and spin), kcal per mole: 12.3
Multiplicity: 2
HOMO-LUMO gap (alpha / beta), eV: 5.2 / 5.5
HOMO (alpha / beta), eV: -0.87 / -1.17
Net charge: -2

Last column: Löwdin charge in e.
CARTESIAN COORDINATES (ANGSTROEM)
Cu1 0.30 0.18 -0.29  0.0966
O1 1.46 0.23 -1.72  -0.1299
C1 2.49 -0.38 -1.49  -0.2134
C2 2.98 -1.20 -0.50  -0.2639
C3 4.34 -1.25 -0.10  -0.0832
C4 4.86 -2.38 0.46  -0.1238
C5 4.07 -3.53 0.61  -0.1203
C6 2.73 -3.48 0.29  -0.1168
C7 2.14 -2.33 -0.21  -0.2864
P1 0.30 -2.19 -0.49  0.9236
C8 0.28 -3.42 -1.85  -0.3748
C9 0.17 -4.79 -1.67  -0.0951
C10 0.15 -5.62 -2.78  -0.0999
C11 0.26 -5.11 -4.06  -0.1149
C12 0.42 -3.74 -4.23  -0.0917
C13 0.44 -2.91 -3.13  -0.1009
C14 -0.32 -3.08 0.95  -0.3762
C15 0.27 -2.79 2.18  -0.1077
C16 -0.17 -3.38 3.34  -0.0893
C17 -1.23 -4.28 3.29  -0.1056
C18 -1.86 -4.54 2.08  -0.0878
C19 -1.41 -3.95 0.92  -0.1324
H1 4.94 -0.36 -0.24  0.0956
H2 5.90 -2.40 0.77  0.0894
H3 4.52 -4.45 0.98  0.0785
H4 2.10 -4.35 0.47  0.0987
H5 0.07 -5.21 -0.68  0.0925
H6 0.02 -6.69 -2.63  0.0930
H7 0.21 -5.76 -4.92  0.0886
H8 0.51 -3.32 -5.22  0.0971
H9 0.56 -1.84 -3.25  0.1004
H10 1.09 -2.08 2.20  0.0814
H11 0.30 -3.15 4.28  0.0945
H12 -1.57 -4.78 4.19  0.0886
H13 -2.71 -5.21 2.06  0.0968
H14 -1.93 -4.14 -0.01  0.0628
S1 -1.55 0.07 0.88  0.6538
C20 -2.69 -0.73 -0.13  -1.0615
S2 -2.26 -1.91 -1.30  0.6242
C21 -4.04 -0.40 0.03  -0.4407
C22 -5.07 -1.03 -0.67  -0.3171
N1 -5.98 -1.49 -1.20  0.1031
C23 -4.46 0.64 0.86  -0.3146
N2 -4.89 1.50 1.51  0.1091
N3 0.92 2.02 0.23  -0.2299
P2 1.54 2.74 1.41  0.5743
N4 2.94 3.67 1.05  -0.2391
C24 2.93 4.19 -0.30  -0.2329
C25 4.27 3.95 -1.02  -0.1793
C26 5.05 2.88 -0.26  -0.2147
C27 5.38 3.37 1.15  -0.1816
C28 4.12 4.02 1.78  -0.2399
N5 2.05 1.90 2.86  -0.1792
C29 0.88 1.11 3.21  -0.2750
C30 0.95 0.63 4.65  -0.1643
C31 2.39 0.24 5.00  -0.2009
C32 3.12 -0.17 3.72  -0.1825
C33 3.23 1.04 2.78  -0.2176
N6 0.55 3.96 2.04  -0.2203
C34 -0.87 3.96 1.81  -0.2236
C35 -1.67 3.88 3.12  -0.1868
C36 -1.23 4.99 4.07  -0.2201
C37 0.27 4.90 4.30  -0.1907
C38 1.00 4.98 2.95  -0.2239
H15 2.70 5.28 -0.29  0.1079
H16 2.11 3.66 -0.80  0.0860
H17 4.86 4.87 -1.06  0.0975
H18 4.10 3.62 -2.04  0.1022
H19 5.96 2.61 -0.80  0.1045
H20 4.41 2.00 -0.18  0.0902
H21 6.19 4.11 1.11  0.0969
H22 5.73 2.52 1.75  0.0885
H23 4.23 5.12 1.76  0.1101
H24 4.00 3.70 2.82  0.0906
H25 0.76 0.25 2.52  0.0688
H26 -0.01 1.73 3.05  0.0714
H27 0.28 -0.23 4.77  0.1044
H28 0.61 1.41 5.33  0.0954
H29 2.42 -0.58 5.72  0.0975
H30 2.91 1.10 5.44  0.1039
H31 2.56 -0.97 3.23  0.0900
H32 4.12 -0.55 3.93  0.1090
H33 3.41 0.68 1.75  0.0997
H34 4.10 1.63 3.10  0.0913
H35 -1.10 3.10 1.18  0.0775
H36 -1.17 4.87 1.26  0.1161
H37 -1.52 2.91 3.59  0.0986
H38 -2.74 3.96 2.89  0.1071
H39 -1.78 4.92 5.01  0.0983
H40 -1.47 5.96 3.63  0.1027
H41 0.52 3.96 4.78  0.0987
H42 0.60 5.72 4.95  0.0983
H43 2.08 4.86 3.10  0.0881
H44 0.82 5.97 2.51  0.1161

# 6
DFT (wB97M-V/def2-TZVPD) results for C26H20BrN4O3RuSe as an isolated structure in a non-equilibrium geometry.

Calculated values
Calculated total energy, Ha: -6517.6269
Multiplicity: 5
HOMO-LUMO gap (alpha / beta), eV: 7.2 / 6.0
HOMO (alpha / beta), eV: -11.25 / -11.27
Net charge: +1

Last column: Löwdin charge in e.
CARTESIAN COORDINATES (ANGSTROEM)
Ru1 0.40 -0.37 0.05  1.4119
C1 -1.24 1.85 3.30  0.0048
C2 -0.69 0.81 2.38  -0.2206
N1 -0.32 1.09 1.14  -0.1404
N2 -0.55 2.28 0.62  0.0659
C3 -0.32 2.32 -0.69  -0.4630
O1 0.01 1.27 -1.33  -0.1299
C4 -0.50 3.62 -1.36  -0.1564
C5 -0.26 3.76 -2.72  -0.0113
C6 -0.43 4.99 -3.32  -0.0647
C7 -0.83 6.09 -2.57  -0.0611
C8 -1.08 5.94 -1.21  -0.0633
C9 -0.91 4.72 -0.60  -0.0195
C10 -0.60 -0.59 2.72  -0.2107
C11 -0.94 -1.15 3.96  0.0251
C12 -0.95 -2.52 4.11  -0.0150
C13 -0.57 -3.32 3.03  -0.0060
C14 -0.18 -2.71 1.85  -0.1082
N3 -0.20 -1.39 1.69  -0.0812
H1 -1.32 2.79 2.76  0.0744
H2 -0.59 2.00 4.16  0.0987
H3 -2.22 1.56 3.66  0.1008
H4 0.06 2.90 -3.30  0.1172
H5 -0.27 5.10 -4.38  0.1085
H6 -0.96 7.05 -3.04  0.1099
H7 -1.42 6.79 -0.63  0.1084
H8 -1.10 4.58 0.45  0.1041
H9 -1.21 -0.50 4.78  0.1225
H10 -1.25 -2.97 5.04  0.1235
H11 -0.58 -4.40 3.09  0.1220
H12 0.16 -3.29 0.99  0.1164
Br1 3.02 1.92 -0.46  0.8306
C15 2.90 0.68 -1.90  -0.7119
C16 3.61 0.82 -3.07  -0.0605
C17 3.46 -0.19 -4.02  -0.0153
C18 2.61 -1.26 -3.78  0.0376
C19 1.93 -1.29 -2.57  -0.1690
N4 2.10 -0.33 -1.66  -0.0946
C20 0.97 -2.40 -2.12  -0.5838
O2 0.84 -3.41 -2.76  0.1200
O3 0.39 -2.13 -1.01  -0.2013
H13 4.26 1.66 -3.24  0.1139
H14 4.01 -0.13 -4.95  0.1215
H15 2.49 -2.07 -4.48  0.1299
Se1 2.96 -1.41 0.97  0.9406
C21 3.90 -0.65 2.42  -0.6261
C22 5.24 -1.04 2.63  -0.1192
C23 5.90 -0.64 3.77  -0.0609
C24 5.26 0.17 4.71  -0.0490
C25 3.95 0.59 4.48  -0.0659
C26 3.28 0.20 3.34  -0.1259
H16 5.72 -1.66 1.90  0.1008
H17 6.92 -0.96 3.94  0.1154
H18 5.77 0.46 5.61  0.1137
H19 3.46 1.23 5.21  0.1108
H20 2.27 0.53 3.15  0.0858

# 7
DFT (wB97M-V/def2-TZVPD) results for a 2-piece molecular cluster, C4H11O overall in a non-equilibrium geometry.

Calculated values
Calculated total energy, Ha: -234.1354
Energy relative to the best compared isomer or geometry (same formula, charge and spin), kcal per mole: 3.5
Multiplicity: 2
HOMO-LUMO gap (alpha / beta), eV: 11.9 / 8.7
HOMO (alpha / beta), eV: -10.92 / -10.33
Net charge: 0

Last column: Löwdin charge in e.
CARTESIAN COORDINATES (ANGSTROEM)
C1 -0.70 -2.05 -1.68  -0.2723
O1 -0.12 -1.13 -2.44  -0.0111
H1 -1.80 -1.91 -1.61  0.1181
H2 -0.41 -2.18 -0.63  0.0730
H3 -0.73 -3.07 -2.11  0.0938
C2 -0.88 0.54 0.49  -0.1252
C3 0.43 0.61 1.28  -0.3216
C4 1.45 1.58 0.67  -0.1161
H4 -0.56 0.21 -0.49  0.0296
H5 -1.64 -0.08 0.95  0.0718
H6 -1.24 1.56 0.32  0.0739
H7 0.23 0.89 2.32  0.0934
H8 0.87 -0.40 1.33  0.0925
H9 2.46 1.28 0.93  0.0639
H10 1.30 2.58 1.07  0.0654
H11 1.34 1.57 -0.41  0.0709

# 8
DFT (wB97M-V/def2-TZVPD) results for a 2-piece molecular cluster, C4H10NO overall in a non-equilibrium geometry.

Calculated values
Calculated total energy, Ha: -288.0064
Energy relative to the best compared isomer or geometry (same formula, charge and spin), kcal per mole: 98.3
HOMO-LUMO gap, eV: 9.5
HOMO, eV: -15.14
Net charge: +1

Last column: Löwdin charge in e.
CARTESIAN COORDINATES (ANGSTROEM)
C1 2.31 0.27 0.54  -0.0931
C2 -2.76 0.18 0.12  -0.0515
C3 1.62 0.71 -0.66  0.1040
C4 -1.37 -0.11 -0.40  -0.2003
N1 -0.44 0.91 -0.12  -0.0615
O1 -0.69 1.91 0.45  0.1825
H1 3.38 0.38 0.32  0.1237
H2 2.14 0.93 1.39  0.1022
H3 2.14 -0.77 0.79  0.0956
H4 -3.45 -0.61 -0.17  0.0940
H5 -2.76 0.26 1.21  0.0931
H6 -3.13 1.13 -0.28  0.0907
H7 1.46 0.01 -1.46  0.1020
H8 1.70 1.75 -0.94  0.1070
H9 -1.35 -0.26 -1.49  0.1570
H10 -0.95 -1.04 0.02  0.1546